No. 1
A molecular structure, C42H51AsF3GeIrO3PS5. Source: the OMol25 dataset; level of theory: wB97M-V/def2-TZVPD.

Calculated values
HOMO: -10.42 eV
Kohn-Sham gap: 4.99 eV

Structure (ORCA input):
```
! RIJCOSX wB97M-V def2-TZVPD def2/J DEFGRID3
* xyz 1 1
C 4.095 4.597 -2.577
C -4.100 -1.237 -0.731
H -2.442 -1.331 3.989
H 3.363 -2.139 -3.766
H 6.569 -0.635 1.651
H -4.616 -3.742 0.216
C -1.705 2.216 -0.890
H 0.867 -0.053 -6.667
H -0.602 0.029 -1.970
C -0.109 -0.155 4.529
H 1.630 -3.811 2.127
H -3.630 -3.426 -2.201
C 4.542 3.771 -1.551
H -2.127 -3.974 -1.436
C 2.910 2.107 -2.175
C -0.292 0.068 -3.000
C 6.379 -1.493 -0.304
H 3.235 -1.466 -0.178
Ir 0.733 0.356 0.306
C -0.493 2.996 -1.058
S -1.766 0.904 0.069
C -1.070 0.245 3.416
H 2.705 4.822 -4.195
H -1.887 2.062 2.575
As 5.812 -2.490 -3.047
H 5.944 -2.408 0.071
H 3.412 -6.787 -2.003
H -3.684 -0.526 -1.453
H -3.950 -2.743 1.528
C 6.280 -5.829 -0.480
H 4.083 0.189 -3.444
H 3.314 -2.280 1.377
H 0.089 -3.354 -1.220
H 4.318 1.900 -0.550
H 3.675 -3.195 -0.092
C 2.454 2.945 -3.190
C 3.046 -2.410 0.328
C 1.473 0.148 -4.626
H -5.005 -1.681 -1.150
H 0.001 -1.242 4.549
H 1.639 2.634 -3.832
S -0.604 4.347 -2.118
C 1.063 0.201 -3.292
H 3.793 -4.655 -3.183
H -1.335 2.214 4.261
H 7.396 -4.058 -0.945
O 0.764 -1.740 0.725
C 4.482 -4.972 -2.407
C 1.153 -3.112 -1.212
H 4.576 5.551 -2.749
C 3.812 -0.394 -2.564
P 2.259 0.412 -1.933
H 0.874 0.291 4.374
C 1.584 -2.811 0.218
C -1.113 1.767 3.291
C 6.503 -4.634 -1.154
S 0.910 2.643 -0.288
C 3.054 4.182 -3.394
H 1.294 -2.236 -1.845
F 2.076 1.766 2.315
H -0.492 0.174 5.497
H -0.148 2.137 2.938
Ge -0.918 -2.117 1.643
H -2.146 -2.455 -2.351
H 0.372 -4.422 1.032
C 3.958 2.530 -1.351
C 0.537 -0.003 -5.637
C 7.488 0.879 -1.239
C 1.398 -4.055 1.088
H 2.072 -4.843 0.748
H -2.996 -4.079 0.860
H 4.520 -0.131 -1.776
H -2.909 0.275 4.563
F 2.392 -0.355 2.466
H 2.523 0.235 -4.881
O -0.622 -0.295 2.152
S -3.078 2.773 -1.783
C 7.144 -0.131 -2.131
C 2.265 0.643 1.582
C -3.706 -3.287 0.612
H 3.490 -2.456 -2.043
H 7.516 1.499 0.819
H -1.541 -0.205 -6.133
C 5.161 -6.598 -0.771
F 3.495 0.777 1.009
H -2.288 -0.122 -3.773
C 5.583 -4.175 -2.093
H 7.920 1.803 -1.607
C -2.728 -3.095 -1.683
H -4.359 -0.689 0.178
S -3.061 5.124 -3.558
C -3.085 -2.332 -0.411
H 6.988 -6.167 0.267
C 4.268 -6.174 -1.747
H 5.348 4.093 -0.904
H -3.124 -0.152 2.851
C -2.477 -0.273 3.725
C -0.817 -0.087 -5.336
H 7.310 0.008 -3.194
C 6.567 -1.315 -1.676
C -1.234 -0.049 -4.014
O -1.896 -1.735 0.115
C -2.297 4.142 -2.548
H 1.710 -3.956 -1.622
H 4.993 -7.532 -0.250
C 6.730 -0.487 0.589
C 3.896 -1.880 -2.851
C 7.271 0.705 0.122
*
```

---

No. 2
16 unconnected molecules or ions with the total composition C39H60Br3Cl47O8P2Si. Source: the OMol25 dataset; level of theory: wB97M-V/def2-TZVPD.

Calculated values
HOMO: -8.08 eV
Kohn-Sham gap: 8.17 eV

Structure (ORCA input):
```
! RIJCOSX wB97M-V def2-TZVPD def2/J DEFGRID3
* xyz 0 1
Cl 1.538 1.230 5.553
Cl -8.757 -0.752 1.150
H -6.819 -2.015 0.776
H 2.138 -3.418 -0.571
Cl 0.636 9.341 0.653
Cl -13.871 -0.873 3.762
C 2.008 -0.374 0.046
C -9.475 0.942 -2.895
Cl -7.889 -2.026 -1.304
H 5.157 0.584 -1.232
Cl 3.136 4.367 2.376
Cl -2.581 -1.868 6.492
H 5.443 -1.006 -4.068
Cl 3.050 1.998 -10.660
H -3.675 -5.674 0.174
Cl -6.492 -7.219 -0.226
H 6.291 0.607 1.714
P 0.242 0.272 0.105
Br 5.067 -1.776 -0.688
H 6.209 4.701 0.575
H 3.662 -1.374 -2.817
Cl -4.240 1.465 3.151
Cl 6.872 -3.331 -6.037
H -2.142 -4.034 7.236
H -3.766 2.662 5.107
H -3.226 -7.238 9.582
C -2.499 -7.174 10.381
C 1.000 0.131 10.538
O 4.348 2.664 -4.312
H 0.587 -3.940 -2.150
C 0.842 5.439 1.439
C 5.073 -0.051 -3.687
H 3.965 6.079 0.416
H -5.511 -1.712 -4.035
Cl -10.588 0.530 -4.200
H 4.624 3.519 -7.921
C -3.126 -2.934 -2.463
Cl -1.822 -5.254 1.525
H -0.093 4.935 1.185
H 0.855 5.653 2.505
H 2.099 -0.819 1.055
Cl -6.282 0.088 -0.109
C 5.505 4.646 -0.259
C -1.475 -8.484 -1.347
Cl 0.968 4.515 -1.279
Cl 1.908 3.789 6.883
Cl 0.769 -1.491 11.197
H 3.239 2.902 -7.007
C -3.539 -5.221 1.149
H 5.459 3.790 -3.002
C -2.438 -3.116 7.726
H -4.060 -1.332 -1.439
Cl 5.782 2.918 -10.299
Br 6.038 7.413 0.170
Cl 4.030 -3.646 -5.522
H 5.137 -3.584 -7.584
O 3.242 1.227 2.410
C 4.711 2.984 -2.976
Cl -1.186 -2.687 8.893
H 0.872 6.383 0.889
H -5.147 -2.673 -1.941
H -5.037 -0.248 -3.205
H 6.140 4.582 -1.146
H -8.686 -7.538 -0.966
H 5.209 2.132 -2.506
C -7.363 -1.271 0.207
C 4.719 3.326 -0.069
Cl 0.053 8.646 3.417
Cl -8.877 -5.743 0.520
C 0.241 1.501 1.476
C 3.265 0.545 -0.206
Cl -4.679 0.667 5.909
Si 5.141 3.442 -5.553
H 1.494 0.728 11.293
H -4.404 -7.739 4.900
H 1.221 1.734 1.880
C -3.679 1.622 4.819
H 5.055 5.730 -6.430
C 4.273 -0.054 -1.250
Cl 4.989 -1.330 -6.977
H 3.461 4.571 -2.317
H 5.791 5.749 -4.833
Cl -1.650 -5.640 10.211
Cl -4.134 -3.565 1.043
H 2.608 3.111 -2.752
H 4.759 0.538 -4.544
H -0.383 1.088 2.274
C 4.453 2.726 -11.441
H 1.337 10.420 2.603
C 5.244 -3.042 -6.653
Cl 0.237 3.617 4.511
Cl 2.798 8.606 2.452
C -12.822 -0.084 2.586
Cl -2.781 -9.573 -0.877
C 4.325 2.847 -7.123
H 7.223 2.591 -4.505
C 2.233 4.078 -0.153
C 4.771 5.982 -0.301
C 1.652 2.983 5.338
Cl -7.918 1.467 -3.534
H -1.468 -3.964 -1.122
P 4.185 0.262 1.476
H 5.916 0.431 -3.187
H -1.240 -2.339 -0.364
Cl -0.548 0.889 10.169
H 4.616 1.821 -7.353
H 0.905 -2.601 0.390
H 2.506 3.181 4.703
Cl -1.392 -8.537 10.213
Cl -4.467 -6.153 2.318
C 1.222 9.383 2.318
Cl -8.672 -8.579 1.126
O -1.918 -2.355 -2.311
Cl -0.195 -8.474 -0.134
Cl -3.989 -3.389 8.524
H -0.822 1.606 -1.225
Cl -2.560 -9.009 5.570
C -1.103 -2.945 -1.262
Cl -4.566 -7.736 7.234
H 4.782 2.057 -12.226
Cl 4.033 4.270 -12.182
Cl -13.364 1.559 2.254
Cl -2.093 -6.857 -1.628
Cl -11.144 -0.095 3.133
Cl -1.981 1.167 4.954
Cl -10.170 2.168 -1.834
H 0.480 -2.230 -2.499
C -8.239 -7.302 -0.010
C 1.370 -2.634 -0.602
C 0.357 -2.970 -1.702
H 4.029 5.622 -4.997
O 0.058 1.205 -1.248
H 3.477 1.087 3.339
C -4.687 -1.242 -3.496
Cl 2.034 0.091 9.110
H -0.238 2.414 1.114
Cl -3.367 -7.250 11.916
C 2.025 4.593 1.059
C -4.307 -2.043 -2.228
Cl -2.845 -6.122 5.524
H 5.348 2.541 -0.495
O 2.761 1.819 -0.589
Br 2.258 0.508 -3.402
O -3.238 -4.071 -2.777
C 3.888 -0.318 -2.734
C 3.345 3.141 -0.706
H 7.645 3.661 -5.867
H 7.030 2.012 -6.147
H -3.839 -1.094 -4.166
H 4.726 3.082 0.986
C 6.942 2.903 -5.516
H -12.873 -0.646 1.662
H -1.055 -8.843 -2.277
H -9.306 0.051 -2.305
O 2.067 -1.431 -0.891
C 3.479 3.483 -2.217
C 4.984 5.304 -5.424
C -3.683 -7.661 5.705
H 4.444 6.268 -1.297
O 5.596 1.081 1.236
*
```

---

No. 3
3 unconnected molecules or ions with the total composition C26H55BrF2N3O14P4. Source: the OMol25 dataset; level of theory: wB97M-V/def2-TZVPD.

Calculated values
HOMO: -11.44 eV
Kohn-Sham gap: 7.38 eV

Structure (ORCA input):
```
! RIJCOSX wB97M-V def2-TZVPD def2/J DEFGRID3
* xyz 1 1
C 0.150 -5.729 -0.648
C 0.163 0.950 -0.419
H 6.127 3.692 4.112
O -4.158 1.541 -4.648
C -1.066 1.851 -0.582
C -4.137 -1.147 -3.545
H -7.044 5.060 5.263
O -1.364 3.005 -3.545
N -3.101 -0.150 -3.405
C -0.452 -1.504 -2.929
C -1.463 -1.869 -3.979
H -1.738 1.784 0.270
C -5.995 1.891 0.156
P -0.466 2.180 -4.627
H 0.859 1.335 0.323
H -1.615 1.535 -1.468
H 4.905 -1.833 3.685
H 10.557 1.159 2.334
H 9.697 1.222 0.800
C 1.515 -4.317 -1.961
H -0.432 -0.270 -6.214
H 7.197 -2.916 3.594
H 0.946 0.330 -5.507
H 7.269 3.008 1.361
O 8.468 -0.492 2.636
O -8.226 1.852 2.709
H -0.232 -6.521 1.321
H -8.733 5.250 4.773
H 5.984 -3.744 2.596
H -2.409 -0.566 -5.361
H 5.705 4.434 2.562
O 7.600 1.673 2.930
H -2.362 -4.993 0.344
F -4.355 -1.766 -2.390
H -8.068 3.642 5.110
H -7.256 -0.460 3.946
H 11.248 0.386 0.893
C -0.599 -5.713 0.696
C 3.460 -0.412 -2.783
C -0.691 0.317 -4.250
O -4.713 -1.425 -4.533
O -5.626 1.858 1.550
H 0.749 -6.634 -0.762
H 9.318 -1.238 0.886
H 2.290 -1.213 -1.104
H 8.133 3.625 2.757
C -3.706 1.133 -3.644
P 1.053 0.736 -2.015
C -7.441 4.488 3.225
H 5.034 -1.482 1.960
H -4.349 -0.606 2.985
H -0.756 2.877 -0.772
H 3.031 0.342 -0.840
H -0.209 -0.040 -0.136
P 7.188 0.359 2.098
H -5.778 -0.812 1.979
C 6.007 3.504 3.045
H 2.944 -0.601 -3.723
H -0.428 -4.733 1.145
O 6.279 -0.435 3.228
N -0.059 -0.280 -3.026
H -2.148 -2.536 -3.445
H -7.021 5.430 2.868
H 0.138 -1.970 -0.908
H -5.402 -2.020 3.209
C -7.850 4.618 4.677
C 0.016 -2.466 -1.872
F -3.738 1.843 -2.523
C -6.200 -0.188 4.012
O -6.061 1.233 3.883
O 1.014 -4.582 -0.696
H -0.761 -3.226 -1.772
H -8.299 4.259 2.595
H -6.763 3.248 -1.329
H 5.208 2.771 2.933
Br -1.623 2.306 -6.530
H -6.685 1.071 -0.057
H -5.950 4.043 0.037
O 6.044 0.804 1.249
C 7.301 2.990 2.451
H 7.198 -2.704 1.848
C 10.325 0.590 1.435
C 9.624 -0.705 1.789
H 1.161 -5.013 -2.727
C 2.505 -0.261 -1.587
H -7.566 3.378 0.237
H -2.122 3.421 -3.982
H -1.093 -2.458 -4.814
H -0.599 -5.690 -1.444
C -2.009 -0.462 -4.349
O 1.227 -2.978 -2.372
H 4.241 -1.138 -2.576
C 5.612 -1.637 2.878
H 10.289 -1.361 2.346
C 6.552 -2.821 2.721
C -5.383 -0.953 2.987
O -2.001 -5.868 0.491
H -5.857 -0.432 5.016
N 0.111 -0.232 -5.362
O -6.415 3.503 3.061
H 3.971 0.545 -2.909
H -5.079 1.708 -0.403
P -6.766 1.984 2.664
H 2.604 -4.380 -1.932
C -6.602 3.219 -0.251
*
```

---

No. 4
A single C25H26N4O5 molecule. Source: the OMol25 dataset; level of theory: wB97M-V/def2-TZVPD.

Calculated values
Energy above the lowest of the compared OMol25 structures with the same formula, charge and spin: 5.9 kcal/mol
HOMO: -7.76 eV
SMILES string: CCOC(=O)C1=NN(c2ccccc2C)C2=NC(C)=C(C(=O)OC)[C@@H](c3cccc(OC)c3)N12
Kohn-Sham gap: 8.25 eV

Structure (ORCA input):
```
! RIJCOSX wB97M-V def2-TZVPD def2/J DEFGRID3
* xyz 0 1
H -1.626 1.994 -3.176
C -2.735 1.985 3.159
C 0.434 -0.997 -0.277
H 1.420 0.577 -6.426
H 2.158 -1.044 -2.388
C 0.349 -0.232 -1.583
C -1.546 2.440 5.659
H -1.193 -4.748 -2.991
O 0.484 -3.321 -1.679
H 4.422 1.292 -0.979
C -0.793 1.332 -2.994
N 0.364 -0.065 0.829
C 2.557 1.220 0.693
H -3.488 3.101 6.274
H 5.395 0.960 1.273
N 0.659 1.654 2.164
H -3.434 0.759 1.567
H 6.438 0.224 0.050
N -0.572 1.153 2.370
O 2.305 0.158 -4.596
H 2.324 1.927 -5.682
H -3.574 -2.297 1.635
C -2.891 2.707 5.465
C -0.718 -1.989 -0.159
C -0.797 1.925 4.619
N -1.817 -0.701 1.542
C -1.407 -5.085 -1.975
H 1.386 -1.540 -0.242
O -1.584 -3.975 -1.112
H -0.576 -5.706 -1.633
C -0.534 -3.127 -1.044
C 1.207 0.935 1.229
H -3.500 -2.723 -0.090
C 1.335 -0.365 -2.539
H -4.358 2.257 1.801
C 2.295 0.842 -5.825
O 3.072 0.153 0.083
H 3.197 0.524 -6.346
C 1.271 0.355 -3.733
C -0.784 0.077 1.565
C -0.727 0.620 -1.814
O 3.102 2.286 0.795
C -3.364 1.818 1.815
H -2.624 -3.693 1.079
H -4.512 2.722 4.078
C 5.469 0.163 0.538
H -1.510 0.717 -1.076
H 0.120 1.785 -4.865
C -3.468 2.487 4.228
C -1.392 1.680 3.387
C 4.369 0.308 -0.502
H 5.386 -0.796 1.043
H -1.084 2.626 6.616
H 4.430 -0.477 -1.258
C -1.758 -1.778 0.696
H -2.339 -5.644 -1.944
H -2.756 2.299 1.049
C -2.940 -2.681 0.840
C 0.199 1.212 -3.954
H 0.253 1.711 4.742
*
```

---

No. 5
A molecular structure, C2FOTl. Source: the OMol25 dataset; level of theory: wB97M-V/def2-TZVPD.

Calculated values
HOMO (alpha / beta): -7.89 / -7.64 eV
Kohn-Sham gap (alpha / beta): 6.90 / 6.83 eV

Structure (ORCA input):
```
! RIJCOSX wB97M-V def2-TZVPD def2/J DEFGRID3
* xyz 0 1
C 0.244 0.123 -1.087
O 1.383 -0.259 -1.245
F -1.081 -1.224 0.298
C -0.290 -0.084 0.121
Tl -0.257 1.443 1.912
*
```

---

Strongest force on any atom values, unit hartree/bohr, following the record order: 0.025, 0.039, 0.152, 0.023, 0.101.